Density functional theory data (wB97M-V/def2-TZVPD) for a molecular structure, C31H29BrN4O6ReS.

Properties
Total charge ... +2
ΔE to the lowest compared entry with this formula, charge and spin ... 0.000 eV
LUMO level (spin up / spin down) ... -0.24198 / -0.28982 hartree
Multiplicity ... 4
Expectation value of S² ... 3.7704
HOMO (spin up / spin down) ... -13.738 / -13.727 eV

```
73
Properties=species:S:1:pos:R:3:mulliken_spin:R:1
Re 1.1135 0.6716 -0.2897 2.350
C 3.9400 0.8560 1.7817 0.007
C 3.2911 -0.4880 1.6861 0.021
C 3.5930 -1.4684 2.6322 -0.004
C 3.0138 -2.7138 2.5574 0.013
C 2.1705 -3.0046 1.4891 -0.003
C 1.9161 -2.0210 0.5698 0.072
N 2.4380 -0.7584 0.6840 0.026
C 1.1703 -2.2419 -0.6872 0.006
C 0.8946 -3.4486 -1.3047 -0.009
C 0.4188 -3.4216 -2.6063 0.025
C 0.3429 -2.2206 -3.3123 -0.007
C 0.6573 -1.0563 -2.6446 -0.014
N 0.9415 -1.0987 -1.3348 -0.086
C 0.9614 0.2713 -3.2258 0.067
C 0.7313 0.6096 -4.5350 0.001
C 1.2183 1.8276 -5.0037 0.017
C 1.9457 2.6339 -4.1566 -0.013
C 2.1396 2.2628 -2.8270 0.019
C 2.9450 3.1192 -1.9014 0.052
N 1.6208 1.1080 -2.3665 0.037
H 5.0089 0.7283 1.9488 0.001
H 3.5449 1.4196 2.6286 0.004
H 3.7964 1.4492 0.8826 0.003
H 4.2849 -1.2266 3.4273 0.001
H 3.2287 -3.4647 3.3059 0.000
H 1.7273 -3.9841 1.3804 0.000
H 1.0773 -4.3870 -0.8024 0.001
H 0.1840 -4.3494 -3.1102 -0.001
H 0.1055 -2.2160 -4.3663 0.001
H 0.1987 -0.0662 -5.1890 0.001
H 1.0522 2.1221 -6.0314 0.000
H 2.3779 3.5604 -4.5083 0.001
H 3.6357 3.7320 -2.4767 0.002
H 3.5232 2.5077 -1.2091 -0.015
H 2.3222 3.7908 -1.3097 -0.001
O -0.5187 3.6776 4.8340 0.008
C -0.1748 3.0906 3.8635 -0.003
C -0.5643 1.6312 3.4821 -0.025
O -1.3021 0.8993 4.0767 0.020
C 0.1307 1.4044 2.1960 0.040
C 0.8516 2.4838 1.7980 0.108
O 1.5005 2.3785 0.6393 0.117
C 0.7768 3.6174 2.7455 -0.018
O 1.2787 4.6988 2.6681 0.009
O 0.1306 0.3380 1.4071 0.091
Br -2.0463 5.3921 -1.6931 0.000
C -1.9792 3.5310 -1.5146 -0.003
C -3.0750 2.7321 -1.8109 0.010
C -2.9611 1.3622 -1.6397 -0.009
C -1.7705 0.8227 -1.1932 0.044
N -0.7078 1.6097 -0.9340 0.006
C -0.8117 2.9411 -1.0744 0.010
H -3.9974 3.1787 -2.1578 0.000
H -3.7948 0.7047 -1.8429 0.000
H -1.6594 -0.2432 -0.9929 0.010
H 0.0548 3.5353 -0.8206 0.014
C -4.1955 -3.5196 0.5256 0.000
C -2.9404 -3.7614 1.3444 0.000
S -1.8331 -2.3311 1.4449 -0.001
O -1.5240 -1.9271 0.0155 -0.001
C -2.9685 -1.0896 2.1009 0.004
C -3.4680 -1.4481 3.4927 0.000
H -4.6941 -4.4697 0.3391 0.000
H -3.9465 -3.0704 -0.4359 0.000
H -4.9049 -2.8739 1.0414 0.000
H -2.3241 -4.5500 0.9111 0.000
H -3.1507 -4.0557 2.3710 0.000
H -3.7750 -0.9685 1.3759 0.000
H -2.3749 -0.1792 2.1132 -0.006
H -4.1452 -2.2992 3.4679 0.000
H -4.0108 -0.6055 3.9163 0.000
H -2.6361 -1.6712 4.1644 0.000
```



Density functional theory data (wB97M-V/def2-TZVPD) for C2H4ClNOS2 in the gas phase at a distorted geometry.

Properties
ΔE to the lowest compared entry with this formula, charge and spin ... 0.000 eV
LUMO level (spin up / spin down) ... 0.01658 / -0.12572 hartree
Multiplicity ... 3
Expectation value of S² ... 2.0059
HOMO (spin up / spin down) ... -7.296 / -9.898 eV

```
11
Properties=species:S:1:pos:R:3:nbo_charge:R:1
C -0.4655 -0.2954 -0.2624 0.452
C 0.9257 -0.0873 0.1136 -0.571
N -1.0294 0.9958 -0.2990 -0.805
O -0.6256 -0.9767 -1.3808 -0.663
S 1.9876 -1.1433 -0.4134 0.400
S 1.2493 1.4202 1.0463 0.072
Cl -1.3943 -1.4921 0.9585 -0.270
H -1.0796 1.2967 0.6072 0.370
H -2.0243 1.0519 -0.5455 0.389
H -0.0596 -1.7186 -1.3911 0.478
H 2.5158 0.9487 1.5666 0.150
```



Density functional theory data (wB97M-V/def2-TZVPD) for C5H13N3 in the gas phase at a distorted geometry.

Properties
ΔE to the lowest compared entry with this formula, charge and spin ... 6.094 eV
LUMO level ... 0.03395 hartree
Structure (SMILES) ... CN/N=C/C(C)(C)N
HOMO ... -8.442 eV

```
21
Properties=species:S:1:pos:R:3:nbo_charge:R:1
C -3.5788 0.0696 0.2626 -0.447
C -0.0158 -0.0620 -0.4658 0.053
C 1.3856 0.1766 0.1123 0.068
C 2.1281 -1.3061 -0.4015 -0.624
C 1.9730 1.5710 -0.2842 -0.642
H -3.7471 1.1653 0.5835 0.192
H -4.6032 -0.3971 -0.1033 0.225
H -3.5716 -0.6261 1.0694 0.209
H -2.1287 0.2377 -1.4549 0.341
H -0.0148 -0.2661 -1.7038 0.149
H 2.3350 -1.3592 -1.4160 0.194
H 3.0643 -1.6107 0.1489 0.224
H 1.5200 -2.2844 -0.1952 0.217
H 1.4478 1.7934 -1.3883 0.228
H 3.2372 1.1996 -0.2466 0.247
H 1.5738 2.4141 0.4598 0.246
H 0.4529 -1.0008 1.5942 0.358
H 0.5565 0.4575 2.0897 0.364
N -2.2186 -0.1742 -0.4365 -0.471
N -1.0687 0.1442 0.2359 -0.286
N 1.2732 -0.1425 1.5397 -0.847
```



Density functional theory data (wB97M-V/def2-TZVPD) for 12 unconnected molecules or ions with the total composition C47H93N5O23 at a distorted geometry.

Properties
ΔE to the lowest compared entry with this formula, charge and spin ... 0.000 eV
LUMO level ... -0.05691 hartree
Structure (SMILES) ... O=C1C=C(O)C(=O)C=C1O.O=C1C=C(O)C(=O)C=C1O.CN(C)C=O.CN(C)C=O.CN(C)C=O.CN(C)C=O.CN(C)C=O.COCCOC.COCCOC.COCCOC.COCCOC.COCCOC
HOMO ... -8.448 eV

```
168
Properties=species:S:1:pos:R:3:lowdin_charge:R:1
C 4.0814 2.4286 2.7688 -0.102
O 3.5421 2.6862 4.0637 -0.189
C 2.2470 2.0926 4.2143 -0.189
C 2.3965 0.6166 4.6354 -0.191
O 1.1953 -0.0127 4.2728 -0.243
C 0.9398 -1.2551 4.9068 -0.088
H 5.0464 2.9376 2.8193 0.092
H 3.5389 2.9341 1.9617 0.073
H 4.1731 1.3600 2.5751 0.084
H 1.6195 2.1466 3.3225 0.100
H 1.8891 2.6870 5.0546 0.125
H 2.5109 0.6356 5.7248 0.130
H 3.2555 0.1228 4.1735 0.124
H 1.8693 -1.8286 4.9111 0.087
H 0.2018 -1.8194 4.3446 0.091
H 0.5969 -1.0824 5.9300 0.083
C 2.8723 -4.2927 -1.4014 -0.104
O 2.8164 -5.6860 -1.5703 -0.155
C 1.7526 -6.2757 -0.8614 -0.223
C 1.8806 -7.7507 -0.7622 -0.194
O 2.5634 -8.1692 0.4196 -0.166
C 2.6878 -9.5524 0.4916 -0.147
H 3.3680 -4.0396 -0.4575 0.092
H 1.8622 -3.8692 -1.3594 0.075
H 3.4120 -3.7644 -2.1852 0.075
H 0.8143 -5.9086 -1.2989 0.098
H 1.5611 -5.8691 0.1457 0.132
H 2.1009 -8.3217 -1.6685 0.135
H 0.8609 -8.1318 -0.5677 0.110
H 3.3555 -10.0323 -0.2289 0.088
H 1.7362 -10.0995 0.5331 0.087
H 3.1160 -9.7832 1.4718 0.088
C 3.4522 3.5337 -1.6945 -0.092
O 3.3343 2.3695 -2.4784 -0.222
C 4.5336 1.6536 -2.7179 -0.186
C 4.1654 0.2319 -3.0866 -0.217
O 3.3959 0.1983 -4.2523 -0.183
C 3.3334 -1.0665 -4.8587 -0.090
H 3.9166 4.2787 -2.3602 0.095
H 4.1688 3.4497 -0.8697 0.085
H 2.5038 3.9421 -1.3617 0.070
H 5.0110 1.5376 -1.7308 0.128
H 5.1802 2.2453 -3.3745 0.138
H 3.6457 -0.2164 -2.2365 0.123
H 5.1783 -0.1928 -3.1768 0.136
H 4.3127 -1.3322 -5.2844 0.092
H 2.5605 -1.0786 -5.6235 0.094
H 3.1256 -1.8974 -4.1702 0.084
C 1.4470 -4.4800 3.4376 -0.095
O 1.2500 -4.5901 4.8477 -0.190
C 0.9492 -5.9202 5.2264 -0.209
C -0.3641 -6.4218 4.6864 -0.191
O -0.1739 -6.9369 3.3809 -0.226
C -1.0747 -7.8949 2.9116 -0.120
H 2.3141 -5.1078 3.1944 0.097
H 1.7281 -3.4593 3.1799 0.067
H 0.5861 -4.7712 2.8390 0.079
H 0.8927 -5.9048 6.3175 0.124
H 1.7760 -6.6084 5.0237 0.131
H -1.0747 -5.5880 4.6325 0.139
H -0.7718 -7.2590 5.2678 0.126
H -1.0680 -8.7991 3.5375 0.089
H -0.9047 -8.1355 1.8711 0.071
H -2.0934 -7.5140 3.0728 0.096
C -0.1961 7.0213 -4.1126 -0.079
O -0.0530 5.9863 -3.1521 -0.214
C 0.3759 6.4020 -1.8768 -0.198
C -0.8053 6.7222 -0.9519 -0.197
O -1.4722 5.6451 -0.3614 -0.202
C -2.1073 4.7392 -1.2486 -0.070
H -0.5474 7.9000 -3.5644 0.087
H -0.9661 6.7411 -4.8315 0.082
H 0.7351 7.1707 -4.6660 0.094
H 1.0813 7.2348 -1.8929 0.131
H 0.8549 5.5240 -1.4346 0.113
H -1.4288 7.4551 -1.4742 0.127
H -0.3280 7.2049 -0.0957 0.131
H -2.8240 4.1090 -0.7236 0.083
H -1.3403 4.0960 -1.6978 0.083
H -2.6135 5.2567 -2.0692 0.099
C -3.1820 2.7606 6.0038 -0.316
O -3.8670 3.4823 5.2847 -0.007
N -2.2921 1.8924 5.4550 -0.189
C -1.5471 0.9939 6.3213 -0.054
C -1.9856 1.8431 4.0417 -0.027
H -3.1366 2.7984 7.0982 0.131
H -1.9412 -0.0264 6.2121 0.094
H -1.5944 1.2554 7.3743 0.086
H -0.5211 0.9139 5.9504 0.064
H -2.4065 2.7191 3.5549 0.076
H -0.9068 1.9998 3.9433 0.076
H -2.3362 0.9014 3.6230 0.100
C -3.5481 -5.1343 -1.0608 -0.346
O -4.4279 -5.9067 -0.7252 0.004
N -2.2628 -5.2075 -0.6709 -0.168
C -1.3520 -4.0982 -0.9197 -0.055
C -1.7266 -6.4028 -0.0334 -0.047
H -3.7182 -4.1996 -1.6116 0.098
H -0.6615 -4.3888 -1.7225 0.071
H -0.6863 -4.0012 -0.0581 0.073
H -1.8076 -3.1356 -1.1251 0.073
H -2.6258 -6.9075 0.3295 0.085
H -1.3425 -7.0676 -0.8101 0.092
H -1.0681 -6.2380 0.8127 0.072
C -1.1324 -1.2036 -4.0234 -0.329
O -0.2638 -1.8727 -3.4799 -0.010
N -2.2697 -1.6925 -4.5506 -0.173
C -2.6426 -3.1007 -4.3767 -0.026
C -3.0373 -0.9458 -5.5229 -0.056
H -1.0123 -0.1142 -4.1516 0.116
H -3.5890 -3.0550 -3.8283 0.082
H -1.9620 -3.6415 -3.7276 0.068
H -2.7540 -3.5911 -5.3413 0.091
H -3.4046 -0.0058 -5.0977 0.078
H -2.4569 -0.6037 -6.3883 0.089
H -3.8496 -1.5619 -5.8951 0.086
C 0.2755 -0.6892 1.2459 -0.330
O 0.2798 -1.8981 1.2033 0.016
N 0.5094 0.1637 0.2142 -0.156
C 0.6410 1.5820 0.4495 -0.050
C 0.6386 -0.3213 -1.1430 -0.038
H 0.1474 -0.1079 2.1755 0.116
H 0.3153 1.8834 1.4435 0.061
H -0.0356 2.1069 -0.2359 0.083
H 1.6119 2.0420 0.2488 0.078
H 1.5514 0.0490 -1.6202 0.076
H 0.6329 -1.4046 -1.1625 0.075
H -0.1319 0.0858 -1.7994 0.059
C -4.8495 -0.9073 -1.5274 -0.329
O -4.4096 -2.0214 -1.3135 0.006
N -4.1925 0.2452 -1.3053 -0.181
C -4.9165 1.4978 -1.3687 -0.060
C -2.8041 0.2911 -0.9001 -0.033
H -5.8798 -0.7626 -1.8791 0.137
H -4.5441 2.1085 -0.5386 0.080
H -5.9857 1.4607 -1.1710 0.089
H -4.7320 2.0626 -2.2850 0.087
H -2.3221 1.0069 -1.5697 0.086
H -2.7629 0.5989 0.1513 0.098
H -2.3165 -0.6792 -0.9184 0.077
C -1.4216 3.8750 -5.9966 0.075
C -0.4592 4.5071 -6.6952 -0.247
C 1.0249 4.3113 -6.5171 -0.341
O 1.8309 4.8051 -7.2689 0.119
C 1.3418 3.4222 -5.4318 0.069
C 0.4117 2.7381 -4.7391 -0.217
C -1.0499 2.9261 -4.9334 -0.315
O -1.8753 2.2316 -4.3851 0.097
O 0.7491 1.7307 -3.9391 0.099
O -0.7909 5.3273 -7.6945 0.097
H -2.4424 3.9889 -6.3291 0.134
H 2.3582 3.0437 -5.3687 0.138
H 1.7204 1.6809 -3.8689 0.087
H 0.0128 5.6696 -8.1250 0.122
C 0.6515 5.1868 3.6904 0.068
C -0.4890 5.0388 3.0115 -0.245
C -1.7613 5.7048 3.4296 -0.331
O -2.7817 5.5110 2.8260 0.137
C -1.6325 6.5601 4.6155 0.073
C -0.4789 6.7836 5.2636 -0.227
C 0.7724 6.0519 4.8723 -0.327
O 1.7969 6.0950 5.5027 0.141
O -0.3189 7.6276 6.3050 0.107
O -0.5360 4.3549 1.8623 0.068
H 1.5906 4.7872 3.3300 0.126
H -2.4947 7.0846 5.0172 0.133
H -1.2220 7.9330 6.4943 0.123
H -1.3736 4.5948 1.4173 0.094
```



Density functional theory data (wB97M-V/def2-TZVPD) for a molecular structure, C21H33CoO3SSi2.

Properties
Total charge ... -1
ΔE to the lowest compared entry with this formula, charge and spin ... 0.000 eV
LUMO level (spin up / spin down) ... 0.10727 / 0.10719 hartree
Multiplicity ... 2
Expectation value of S² ... 0.8572
HOMO (spin up / spin down) ... -5.080 / -4.141 eV

```
61
Properties=species:S:1:pos:R:3:nbo_charge:R:1
Co -0.5353 0.0656 0.0709 0.461
C -0.1408 4.9764 -0.6350 -0.593
C -0.2722 3.5305 -0.1549 -0.259
C 0.8154 3.1879 0.8643 -0.591
C -0.2442 2.5558 -1.3135 -0.012
C -1.3264 1.7030 -1.5543 -0.305
C -1.2851 0.7813 -2.5995 -0.196
C -0.2210 0.7602 -3.4984 -0.027
C -0.1847 -0.2104 -4.6460 -0.634
C 0.8242 1.6489 -3.2847 -0.209
C 0.8344 2.5008 -2.1904 -0.176
H -0.2266 5.6646 0.2088 0.203
H -0.9217 5.2228 -1.3564 0.209
H 0.8271 5.1517 -1.1117 0.190
H -1.2399 3.4163 0.3355 0.247
H 1.8107 3.2595 0.4170 0.190
H 0.6841 2.1737 1.2480 0.228
H 0.7740 3.8743 1.7134 0.202
H -2.2376 1.8268 -0.9877 0.256
H -2.1310 0.1192 -2.7490 0.222
H 0.2738 0.2425 -5.5266 0.207
H -1.1880 -0.5427 -4.9141 0.212
H 0.3981 -1.0982 -4.3875 0.229
H 1.6668 1.6506 -3.9680 0.201
H 1.6880 3.1512 -2.0347 0.198
C 0.2714 -0.1624 3.4538 -1.121
Si -0.1554 -1.1873 1.9122 1.201
C -1.6922 -2.2128 2.3600 -1.125
C 1.2213 -2.4740 1.7210 -0.455
C 1.7621 -3.2677 2.7368 -0.204
C 2.7181 -4.2313 2.4542 -0.234
C 3.1382 -4.4192 1.1406 -0.254
C 2.6067 -3.6362 0.1269 -0.147
C 1.6517 -2.6509 0.3986 -0.452
Si 0.8324 -1.5056 -0.9006 1.032
C -0.1283 -2.7470 -1.9931 -1.108
C 2.3500 -1.0169 -1.9600 -1.102
H 0.3820 -0.8080 4.3315 0.210
H -0.5132 0.5692 3.6557 0.230
H 1.2106 0.3800 3.3180 0.223
H -1.5991 -2.6471 3.3611 0.209
H -1.7966 -3.0358 1.6481 0.228
H -2.6115 -1.6272 2.3076 0.239
H 1.4335 -3.1329 3.7639 0.192
H 3.1360 -4.8388 3.2497 0.194
H 3.8819 -5.1754 0.9131 0.193
H 2.9468 -3.7976 -0.8922 0.181
H 0.5421 -3.4912 -2.4368 0.209
H -0.6797 -2.2581 -2.8003 0.210
H -0.8579 -3.2810 -1.3780 0.228
H 2.9804 -1.8975 -2.1182 0.209
H 2.9530 -0.2651 -1.4436 0.223
H 2.0912 -0.6165 -2.9394 0.210
C -3.5264 1.1902 3.1395 -0.895
S -3.1453 1.2583 1.4071 2.414
O -3.7243 0.0807 0.7897 -1.002
O -3.6574 2.5312 0.9322 -1.011
O -1.6568 1.2196 1.3778 -1.073
H -4.6091 1.2096 3.2433 0.230
H -3.0819 2.0596 3.6189 0.230
H -3.1162 0.2728 3.5552 0.235
```



- Which of these has the highest ΔE to the lowest compared entry with this formula, charge and spin?
  C5H13N3